--- w ---
Computed, not measured: a 2-piece molecular cluster, BrH2O2P overall, with ωB97M-V/def2-TZVPD.

Element x y z (Å)
1 O 0.821 1.306 0.667
2 O 0.528 -0.797 -0.487
3 P 0.014 0.716 -0.508
4 Br -2.800 -0.458 0.099
5 H 1.171 0.623 1.413
6 H 0.266 -1.388 -1.184

Its charge is 0. The frontier orbital gap comes out at 0.273 Eh. The value obtained for the highest occupied orbital energy is -8.75 eV.

=====

--- x ---
Computed, not measured: a 2-piece molecular cluster, BrH2O2P overall, with ωB97M-V/def2-TZVPD.

Element x y z (Å)
1 O 2.702 0.596 -0.348
2 P 1.599 1.108 0.504
3 O 0.283 0.183 0.202
4 H 0.352 -0.571 -0.365
5 Br -3.150 -0.538 0.212
6 H -1.786 -0.778 -0.206

Its charge is 0. The frontier orbital gap comes out at 0.388 Eh. As for the structure (SMILES): O=PO.Br. The value obtained for the highest occupied orbital energy is -11.00 eV.

=====

Which structure wins on stability? x wins.

=====

--- w ---
Computed, not measured: a 2-piece molecular cluster, C8H14NO overall, with ωB97M-V/def2-TZVPD.

Element x y z (Å)
1 C -0.120 -1.784 -1.170
2 C 1.059 1.004 -1.310
3 C -0.600 -0.758 -0.600
4 C 2.786 -0.547 -0.096
5 C 2.305 0.388 1.054
6 C 1.714 0.359 -0.316
7 C -2.618 0.600 -0.502
8 C -1.418 -0.141 1.542
9 N -1.476 -0.161 0.093
10 O 0.216 2.051 -1.038
11 H -0.682 -2.705 -1.296
12 H 0.649 -1.804 -1.907
13 H 1.056 0.785 -2.386
14 H 3.761 -0.484 -0.573
15 H 2.426 -1.598 0.244
16 H 1.718 -0.281 1.630
17 H 2.730 1.371 1.318
18 H -3.371 -0.077 -0.619
19 H -3.117 1.246 0.137
20 H -2.313 1.011 -1.519
21 H -0.763 -0.922 1.997
22 H -1.174 0.910 1.980
23 H -2.548 -0.324 1.838
24 H 0.373 2.365 -0.072

Its charge is +1. The frontier orbital gap comes out at 0.324 Eh. The value obtained for the highest occupied orbital energy is -12.59 eV.

=====

--- x ---
Computed, not measured: an isolated ion of composition C8H14NO and charge +1, with ωB97M-V/def2-TZVPD.

Element x y z (Å)
1 C 0.767 -1.205 0.092
2 C 1.828 -0.109 -0.039
3 C -0.373 -0.814 0.975
4 C 0.807 -0.415 -1.093
5 C 1.110 1.048 0.452
6 C -0.227 0.062 -2.016
7 C 1.750 2.353 0.839
8 C -2.131 -2.174 0.129
9 N -0.100 0.735 1.220
10 O -1.627 -0.920 0.429
11 H 1.132 -2.198 0.091
12 H 2.891 -0.180 -0.030
13 H -0.339 -1.232 1.984
14 H -0.439 -0.800 -2.625
15 H 0.196 0.878 -2.629
16 H -1.100 0.427 -1.488
17 H 1.999 2.459 1.989
18 H 1.058 3.330 0.840
19 H 2.691 2.566 0.223
20 H -1.724 -2.871 0.949
21 H -1.842 -2.788 -0.864
22 H -3.193 -1.903 0.149
23 H -0.927 1.280 0.788
24 H -0.020 1.065 2.129

Its charge is +1. The frontier orbital gap (spin up / spin down) comes out at 0.296 / 0.301 Eh. The value obtained for the highest occupied orbital energy (spin up / spin down) is -11.90 / -11.94 eV.

=====

Which structure wins on stability? w wins.

=====

--- w ---
Computed, not measured: a 2-piece molecular cluster, C4H8NO3 overall, with ωB97M-V/def2-TZVPD.

Element x y z (Å)
1 C -1.492 -0.246 -1.516
2 C -0.448 -0.739 -2.391
3 O -0.679 -0.867 -3.647
4 N 0.484 -1.491 -1.685
5 H -1.260 0.196 -0.463
6 H -2.376 -0.874 -1.558
7 H 0.811 -1.124 -0.773
8 H 0.012 -2.368 -1.323
9 H -1.848 0.637 -2.062
10 C 1.014 1.179 2.812
11 C 0.959 0.634 1.375
12 O 0.301 1.381 0.651
13 O 1.320 -0.571 1.184
14 H 0.124 1.782 2.990
15 H 1.822 1.937 2.897
16 H 1.254 0.535 3.510

Its charge is -1. The frontier orbital gap comes out at 0.311 Eh. The value obtained for the highest occupied orbital energy is -4.71 eV.

=====

--- x ---
Computed, not measured: a 2-piece molecular cluster, C4H8NO3 overall, with ωB97M-V/def2-TZVPD.

Element x y z (Å)
1 O 1.294 -1.285 -1.531
2 C 0.382 -1.241 -0.772
3 N -1.032 -0.237 -1.078
4 C -0.182 0.084 -0.094
5 C -0.860 -0.137 1.273
6 O -2.029 -0.795 1.146
7 C 0.841 1.348 -0.376
8 O 0.833 2.126 0.659
9 H 3.013 0.804 2.416
10 H 0.050 -2.115 -0.244
11 H 2.982 1.554 2.479
12 H -0.111 -0.621 1.918
13 H -1.025 0.861 1.702
14 H 0.446 1.823 -1.303
15 H -1.879 -0.588 -0.500
16 H 1.837 0.897 -0.620

Its charge is -1. The frontier orbital gap comes out at 0.210 Eh. The value obtained for the highest occupied orbital energy is -3.85 eV.

=====

Which structure wins on stability? w wins.

=====

--- w ---
Computed, not measured: C4H8NO3 as an isolated structure, with ωB97M-V/def2-TZVPD.

Element x y z (Å)
1 C 0.313 0.958 0.265
2 C 0.559 -0.219 1.168
3 C -0.236 -0.508 2.362
4 O -0.045 -1.452 3.109
5 N -0.866 0.728 -0.599
6 C -0.609 0.998 -2.033
7 O -0.959 0.061 -2.778
8 O -0.103 2.094 -2.283
9 H 0.154 1.889 0.806
10 H 1.181 1.104 -0.377
11 H -0.387 -0.933 1.051
12 H 1.562 -0.563 1.404
13 H 0.606 -2.406 -2.235
14 H -0.930 0.248 2.793
15 H 0.809 -1.732 -2.000
16 H -1.049 -0.267 -0.653

Its charge is -1. The frontier orbital gap comes out at 0.293 Eh. The value obtained for the highest occupied orbital energy is -4.40 eV.

=====

--- x ---
Computed, not measured: a 2-piece molecular cluster, C4H8NO3 overall, with ωB97M-V/def2-TZVPD.

Element x y z (Å)
1 C -0.370 -1.460 3.006
2 C -0.429 -1.544 1.445
3 O 0.254 -2.483 0.984
4 O -1.120 -0.699 0.832
5 H 0.180 -2.326 3.386
6 H -1.375 -1.398 3.431
7 H 0.143 -0.552 3.305
8 C -0.134 2.045 -2.306
9 C 0.855 0.997 -1.928
10 O 2.024 1.213 -2.293
11 N 0.496 -0.041 -1.159
12 H 1.206 -0.659 -0.820
13 H -0.459 -0.190 -0.791
14 H 0.333 2.903 -2.787
15 H -0.611 2.489 -1.431
16 H -0.993 1.706 -2.874

Its charge is -1. The frontier orbital gap comes out at 0.309 Eh. The value obtained for the highest occupied orbital energy is -4.60 eV.

=====

Which structure wins on stability? x wins.

=====

--- w ---
Computed, not measured: a 2-piece molecular cluster, C4H8NO3 overall, with ωB97M-V/def2-TZVPD.

Element x y z (Å)
1 C -0.127 -2.580 0.347
2 C 0.963 -2.029 -0.512
3 O 0.505 -1.863 -1.665
4 O 2.053 -1.807 0.058
5 H -1.083 -2.382 -0.293
6 H 0.024 -2.323 1.390
7 H 0.112 -3.646 0.386
8 C -0.041 0.837 0.550
9 C -0.720 2.212 0.480
10 O -0.559 3.015 1.320
11 N -1.614 2.387 -0.596
12 H -2.084 3.308 -0.806
13 H -2.048 1.572 -1.110
14 H -0.822 0.082 0.213
15 H -0.037 0.614 1.619
16 H 0.795 0.653 -0.121

Its charge is -1. The frontier orbital gap comes out at 0.273 Eh. The value obtained for the highest occupied orbital energy is -3.97 eV.

=====

--- x ---
Computed, not measured: an isolated ion of composition C4H8NO3 and charge -1, with ωB97M-V/def2-TZVPD.

Element x y z (Å)
1 C 0.183 1.871 0.861
2 C 0.284 0.588 1.662
3 O -0.728 0.549 2.676
4 C 0.118 -0.699 0.786
5 N 0.792 -0.685 -0.483
6 C -0.015 -0.652 -1.705
7 O 0.652 -0.280 -2.695
8 O -1.226 -0.896 -1.576
9 H 0.791 1.996 -0.029
10 H 0.375 2.733 1.521
11 H -0.868 2.078 0.630
12 H 1.213 0.521 2.229
13 H -1.564 0.460 2.230
14 H 0.519 -1.471 1.460
15 H -0.946 -0.857 0.632
16 H 1.612 -0.091 -0.558

Its charge is -1. The frontier orbital gap comes out at 0.287 Eh. As for the structure (SMILES): C[C@@H](O)CNC(=O)[O-]. The value obtained for the highest occupied orbital energy is -4.18 eV.

=====

Which structure wins on stability? x wins.

=====

--- w ---
Computed, not measured: C2H3NOS2 as an isolated structure, with ωB97M-V/def2-TZVPD.

Element x y z (Å)
1 C 1.161 0.608 -0.118
2 C -1.716 0.417 0.492
3 H 0.648 -1.852 -0.498
4 H 1.350 1.479 0.404
5 H -1.523 0.539 1.600
6 N 2.183 -0.282 -0.214
7 O 1.774 -1.620 -0.565
8 S -0.563 0.435 -0.860
9 S -3.314 0.278 -0.241

Its charge is 0. The frontier orbital gap comes out at 0.293 Eh. The value obtained for the highest occupied orbital energy is -9.26 eV.

=====

--- x ---
Computed, not measured: an isolated molecule of C2H3NOS2, with ωB97M-V/def2-TZVPD.

Element x y z (Å)
1 O 1.621 -0.549 -1.250
2 C 0.937 -1.018 -0.403
3 C 0.016 -0.186 0.443
4 N -0.140 1.097 -0.094
5 S -1.277 2.228 0.640
6 S -1.539 1.250 -1.170
7 H 0.704 -2.122 -0.367
8 H 0.661 -0.127 1.418
9 H -0.982 -0.573 0.783

Its charge is 0. The frontier orbital gap comes out at 0.307 Eh. As for the structure (SMILES): O=CCn1ss1. The value obtained for the highest occupied orbital energy is -8.91 eV.

=====

--- y ---
Computed, not measured: C2H3NOS2 as an isolated structure, with ωB97M-V/def2-TZVPD.

Element x y z (Å)
1 C -0.142 -0.019 -0.106
2 C -0.904 1.102 -0.195
3 N -0.576 -1.281 -0.316
4 O -1.741 -1.564 -0.773
5 S -2.630 1.128 -0.353
6 S -3.212 -0.524 0.547
7 H 0.912 0.057 0.127
8 H -0.444 2.073 -0.134
9 H -0.045 -2.049 0.098

Its charge is 0. The frontier orbital gap comes out at 0.286 Eh. The value obtained for the highest occupied orbital energy is -8.58 eV.

=====

Which structure wins on stability? x wins.

=====

--- w ---
Computed, not measured: an isolated molecule of C2H3NOS2, with ωB97M-V/def2-TZVPD.

Element x y z (Å)
1 O -1.910 1.178 -0.447
2 N -1.903 0.029 0.231
3 C -0.895 -0.754 0.130
4 S 0.510 -0.498 -0.920
5 C 1.694 0.021 0.228
6 S 3.216 0.380 -0.180
7 H -1.090 1.278 -0.969
8 H -0.976 -1.687 0.673
9 H 1.353 0.053 1.257

Its charge is 0. The frontier orbital gap comes out at 0.314 Eh. As for the structure (SMILES): O/N=C\SC=S. The value obtained for the highest occupied orbital energy is -9.27 eV.

=====

--- x ---
Computed, not measured: an isolated molecule of C2H3NOS2, with ωB97M-V/def2-TZVPD.

Element x y z (Å)
1 S 2.267 -2.959 3.114
2 N 1.555 -1.901 2.258
3 C 1.038 -1.116 1.553
4 C 0.423 -0.071 0.773
5 O -0.971 -0.337 0.599
6 S -1.751 0.441 -0.648
7 H 0.548 0.891 1.296
8 H 0.916 -0.004 -0.209
9 H -1.654 -0.551 -1.559

Its charge is 0. The frontier orbital gap comes out at 0.310 Eh. As for the structure (SMILES): [S-][N+]#CCOS. The value obtained for the highest occupied orbital energy is -8.48 eV.

=====

--- y ---
Computed, not measured: an isolated molecule of C2H3NOS2, with ωB97M-V/def2-TZVPD.

Element x y z (Å)
1 S -2.180 -0.318 0.010
2 C -0.588 -0.368 0.370
3 C 0.361 0.630 0.890
4 S 1.785 0.131 -0.060
5 O 1.430 -1.529 0.302
6 N 0.041 -1.639 0.284
7 H 0.093 1.616 0.534
8 H 0.705 0.393 1.919
9 H -0.524 -2.383 -0.154

Its charge is 0. The frontier orbital gap comes out at 0.302 Eh. As for the structure (SMILES): S=C1CSON1. The value obtained for the highest occupied orbital energy is -8.73 eV.

=====

--- z ---
Computed, not measured: an isolated molecule of C2H3NOS2, with ωB97M-V/def2-TZVPD.

Element x y z (Å)
1 C 2.181 -0.061 -0.083
2 C -1.367 0.495 0.232
3 N 1.026 -0.607 0.335
4 O 2.261 0.907 -0.770
5 S -0.388 -0.735 -0.302
6 S -3.055 0.255 -0.264
7 H 3.071 -0.470 0.457
8 H -0.984 1.267 0.971
9 H -2.745 -1.050 -0.576

Its charge is 0. The frontier orbital gap (spin up / spin down) comes out at 0.281 / 0.281 Eh. The value obtained for the highest occupied orbital energy (spin up / spin down) is -8.84 / -8.84 eV.

=====

Which structure wins on stability? w wins.

=====

--- w ---
Computed, not measured: a 2-piece molecular cluster, C4H12NO2 overall, with ωB97M-V/def2-TZVPD.

Element x y z (Å)
1 C 0.240 -1.698 -0.237
2 C 0.746 -0.403 0.439
3 C 2.223 -0.136 0.099
4 N -0.044 0.752 0.038
5 C -1.139 0.899 -1.028
6 O -1.860 1.980 -0.901
7 H 0.638 -1.682 -1.256
8 H 0.657 -2.544 0.304
9 H -0.827 -1.793 -0.436
10 H 0.688 -0.611 1.520
11 H 2.271 0.178 -0.951
12 H 2.721 0.672 0.664
13 H 2.891 -1.003 0.195
14 H 0.347 1.658 0.212
15 H -0.469 0.884 -1.932
16 H -1.691 -0.090 -1.285
17 H -3.025 0.446 1.550
18 H -1.850 1.302 1.151
19 O -2.517 1.187 1.854

Its charge is -2. The frontier orbital gap (spin up / spin down) comes out at 0.092 / 0.230 Eh. Its spin multiplicity is 2. The value obtained for the highest occupied orbital energy (spin up / spin down) is 4.14 / 0.34 eV. The expectation value of S² is 0.751.

=====

--- x ---
Computed, not measured: a 3-piece molecular cluster, C4H12NO2 overall, with ωB97M-V/def2-TZVPD.

Element x y z (Å)
1 C -0.720 0.949 -2.464
2 N 0.071 1.893 -1.756
3 C 0.710 1.336 -0.551
4 C -0.170 0.922 0.650
5 C 0.582 -0.048 1.639
6 O 0.945 -1.245 1.063
7 H -1.806 1.177 -2.506
8 H -0.232 0.761 -3.471
9 H -0.545 -0.193 -1.973
10 H 1.134 0.363 -0.828
11 H -0.933 -1.014 -1.649
12 H 1.501 1.979 -0.160
13 H -1.155 0.468 0.461
14 H -0.491 1.786 1.264
15 H -0.109 -0.038 2.514
16 H 1.509 0.431 2.067
17 H -0.113 -2.187 1.199
18 H -1.043 -3.150 2.251
19 O -0.949 -2.858 1.337

Its charge is -2. The frontier orbital gap (spin up / spin down) comes out at 0.185 / 0.180 Eh. Its spin multiplicity is 2. The value obtained for the highest occupied orbital energy (spin up / spin down) is 1.87 / 1.99 eV. The expectation value of S² is 0.757.

=====

Which structure wins on stability? w wins.